The following is a DFT calculation (ωB97M-V/def2-TZVPD) of a 3-piece molecular cluster, H6O2S overall.

XYZ file:
```
9
H6O2S, DFT ωB97M-V/def2-TZVPD
S 0.06103 -0.17291 -1.28795
H 0.35392 0.63027 -2.61126
H 0.75732 -0.62281 -2.63024
H -0.07343 0.98197 0.22987
H -0.09915 2.42152 0.85706
O -0.07711 1.53125 1.12617
H -0.15370 -0.41795 1.86500
H -0.13487 -1.42437 0.68139
O -0.12621 -1.38150 1.65074
```

Values from the calculation:
E_HOMO (Ha): -0.3901
Energy relative to the best compared isomer or geometry (same formula, charge and spin) (kcal per mole): 62.7
Total charge: 0
SMILES: O.O.S
Energy (Ha): -552.154271
Kohn-Sham gap (Ha): 0.3688
Lowest unoccupied orbital energy (hartree): -0.02128

The following is a DFT calculation (ωB97M-V/def2-TZVPD) of C17H23BrGeIrN4OS2 as an isolated structure.

XYZ file:
```
50
C17H23BrGeIrN4OS2, DFT ωB97M-V/def2-TZVPD
Ir 0.28261 -0.83269 -0.03337
C -4.84841 -1.81511 0.55298
S -3.79950 -1.99395 2.01073
C -2.24170 -1.48895 1.46106
S -1.85804 -1.45700 -0.25808
N -1.38259 -1.20834 2.39948
N -0.14761 -0.87088 1.89983
C 0.79882 -0.62196 2.74659
C 2.10045 -0.24998 2.19120
C 3.19387 0.06765 2.97451
C 4.37540 0.44036 2.34218
C 4.41579 0.48864 0.96081
C 3.27755 0.16157 0.23337
N 2.14650 -0.20450 0.82782
H -5.79826 -2.25488 0.85185
H -4.46872 -2.37369 -0.29825
H -4.99609 -0.76585 0.31004
H 0.60624 -0.69649 3.81112
H 3.11801 0.03791 4.05271
H 5.24781 0.69586 2.92789
H 5.31734 0.77212 0.43650
H 3.27033 0.19297 -0.84819
O 0.59475 -3.50261 -5.61376
C 0.49777 -2.79545 -4.49972
C -0.09057 -1.53036 -4.41499
C -0.14028 -0.89487 -3.19688
N 0.36457 -1.44082 -2.07952
C 0.91126 -2.66142 -2.18110
Br 1.49836 -3.34297 -0.49338
C 1.01582 -3.38051 -3.33576
H 0.21437 -3.05105 -6.37918
H -0.50379 -1.04401 -5.28836
H -0.59183 0.08054 -3.09724
H 1.46807 -4.36139 -3.36442
C -2.74283 2.09757 0.93843
Ge -0.83509 2.44997 0.81401
C 0.01415 2.47544 2.56752
C -0.44702 4.10863 -0.12589
C -0.04488 1.09792 -0.47965
H -3.20819 2.88845 1.52777
H -2.95365 1.14954 1.43299
H -3.20233 2.09376 -0.05033
H -0.34674 3.36900 3.08007
H 1.09921 2.55599 2.49372
H -0.25447 1.62282 3.18793
H -0.89771 4.94262 0.41328
H -0.85526 4.10302 -1.13600
H 0.62706 4.28556 -0.18007
H 0.92872 1.50992 -0.76317
H -0.72925 1.15195 -1.32909
```

Values from the calculation:
E_HOMO (spin up / spin down) (Ha): -0.5330 / -0.5306
Energy relative to the best compared isomer or geometry (same formula, charge and spin) (kcal per mole): 7.2
Total charge: +2
Spin multiplicity: 2
Energy (Ha): -6506.950137
Kohn-Sham gap (spin up / spin down) (Ha): 0.2609 / 0.1996
Lowest unoccupied orbital energy (spin up / spin down) (hartree): -0.27217 / -0.33096

The following is a DFT calculation (ωB97M-V/def2-TZVPD) of one molecule with the formula C7H15N.

XYZ file:
```
23
C7H15N, DFT ωB97M-V/def2-TZVPD
C 0.59958 1.25993 -1.81868
C 1.40913 0.53974 -0.71988
C 0.69793 0.62390 0.62488
C -0.27160 -0.51193 0.83671
C 0.19458 -1.73953 1.03140
C -1.72401 -0.08335 1.00693
C -2.68886 -1.26995 0.68857
N 2.75450 1.17423 -0.71055
H 0.80834 0.88618 -2.86514
H -0.51300 1.18341 -1.78646
H 0.73042 2.32822 -1.72663
H 1.60386 -0.46249 -1.09659
H 1.48126 0.35329 1.37293
H 0.27954 1.59957 0.85488
H -0.51944 -2.50231 1.33599
H 1.21716 -2.06317 0.92114
H -1.87380 0.25705 2.03304
H -1.94294 0.77297 0.31689
H -2.16344 -2.08349 0.17515
H -2.70764 -1.93816 1.57380
H -3.68443 -0.96939 0.33221
H 3.41728 0.57999 -1.21420
H 2.89556 2.06528 -1.16639
```

Values from the calculation:
E_HOMO (Ha): -0.3311
Energy relative to the best compared isomer or geometry (same formula, charge and spin) (kcal per mole): 38.1
Total charge: 0
SMILES: C=C(CC)C[C@@H](C)N
Energy (Ha): -330.407174
Kohn-Sham gap (Ha): 0.3691
Lowest unoccupied orbital energy (hartree): 0.03795

The following is a DFT calculation (ωB97M-V/def2-TZVPD) of C22H21FeNO5 as an isolated structure.

XYZ file:
```
50
C22H21FeNO5, DFT ωB97M-V/def2-TZVPD
C 2.42617 2.45688 -3.62057
C 2.08273 2.72819 -2.16922
O 1.72784 1.43894 -1.52412
C 1.34649 1.57449 -0.24948
C 0.78432 0.28818 0.39052
C 0.81239 0.49174 1.88230
N 1.55259 -0.83201 -0.08360
C 2.32860 -1.71076 0.58220
C 3.30204 -2.58237 -0.11260
C 3.87123 -3.71211 0.52609
C 4.69977 -4.60838 -0.17411
C 4.98007 -4.36355 -1.53020
C 4.44777 -3.23296 -2.18299
C 3.63636 -2.32906 -1.45989
O 1.43089 2.63084 0.37882
H 2.68117 3.42791 -4.09318
H 3.32221 1.83270 -3.74605
H 1.58159 2.00226 -4.17843
H 2.96261 3.13506 -1.64601
H 1.25653 3.46614 -2.10480
H 0.16381 1.32363 2.15388
H 0.41302 -0.38901 2.39631
H 1.82592 0.74368 2.24252
H 2.29759 -1.86794 1.67532
H 3.63805 -3.90843 1.57826
H 5.11609 -5.48910 0.33123
H 5.60794 -5.06580 -2.07073
H 4.64513 -3.06582 -3.23825
H 3.21810 -1.45496 -1.95373
O -8.12800 2.38021 2.07005
C -7.06774 1.90657 1.94253
Fe -5.35903 1.23366 1.90916
C -5.00538 2.79058 2.69483
O -4.81148 3.71696 3.41208
C -5.79605 0.50676 3.55206
O -6.07317 0.16052 4.63961
C -0.91145 0.21167 -0.19905
C -1.63411 -0.98707 0.10699
C -3.01675 -1.15096 0.23216
C -4.08730 -0.24807 0.06250
C -3.99775 1.15390 0.19895
C -2.76625 1.80605 0.53208
C -1.46898 1.46697 0.23849
H -0.19238 0.05328 -1.16257
H -1.02552 -1.89192 0.14364
H -3.34175 -2.20631 0.37938
H -5.08242 -0.66428 -0.13210
H -4.82311 1.80900 -0.11585
H -2.87609 2.81686 0.94037
H -0.69431 2.20728 0.55523
```

Values from the calculation:
E_HOMO (spin up / spin down) (Ha): -0.2243 / -0.3021
Energy relative to the best compared isomer or geometry (same formula, charge and spin) (kcal per mole): 20.3
Total charge: 0
Spin multiplicity: 5
Energy (Ha): -2545.338606
Kohn-Sham gap (spin up / spin down) (Ha): 0.2060 / 0.2020
Lowest unoccupied orbital energy (spin up / spin down) (hartree): -0.01834 / -0.10013

The following is a DFT calculation (ωB97M-V/def2-TZVPD) of a 2-piece molecular cluster, CH4FN2O overall.

XYZ file:
```
9
CH4FN2O, DFT ωB97M-V/def2-TZVPD
C -0.24338 0.33687 -0.12414
N 0.89566 0.36173 0.74802
N -1.02031 -0.66494 0.15100
O -2.23106 -0.99064 -0.06168
F -0.74825 1.54716 -0.19478
H 0.62462 -0.06412 -1.81326
H 1.39769 1.24826 0.85479
H 1.62347 -0.26667 0.24837
H -0.29846 -1.50765 0.19168
```

Values from the calculation:
E_HOMO (Ha): -0.0651
Energy relative to the best compared isomer or geometry (same formula, charge and spin) (kcal per mole): 92.8
Total charge: -1
Energy (Ha): -324.955714
Kohn-Sham gap (Ha): 0.2368
Lowest unoccupied orbital energy (hartree): 0.17165

The following is a DFT calculation (ωB97M-V/def2-TZVPD) of C43H45ClN10O9Sr as an isolated structure.

XYZ file:
```
109
C43H45ClN10O9Sr, DFT ωB97M-V/def2-TZVPD
Sr -1.41632 0.08840 -1.29796
C 9.70634 -0.27068 8.71775
O 8.59621 -1.14308 8.64320
C 7.68553 -0.92172 7.66865
C 7.77049 0.09725 6.72790
C 6.78483 0.22837 5.76132
C 5.70155 -0.64241 5.70814
C 5.62358 -1.65620 6.66895
C 6.59573 -1.79342 7.63200
C 4.65859 -0.53556 4.69198
N 3.58244 -1.28351 4.62545
C 2.89639 -0.85480 3.52300
C 3.57426 0.17697 2.90115
N 4.69966 0.36808 3.66085
C 3.12072 0.81473 1.71118
C 3.79700 1.84757 1.04711
C 3.25954 2.36355 -0.10589
C 2.05140 1.83692 -0.57513
N 1.38963 0.87612 0.03512
C 1.90009 0.35384 1.16288
C 1.17278 -0.73389 1.81006
N 0.03835 -1.13419 1.22823
C -0.64322 -2.12210 1.76601
C -0.23643 -2.78512 2.93172
C 0.92721 -2.39053 3.54580
C 1.66415 -1.34043 2.98229
H 10.29968 -0.61338 9.56052
H 9.39306 0.76191 8.89386
H 10.31181 -0.31395 7.80834
H 8.59487 0.79683 6.73835
H 6.88108 1.03970 5.04989
H 4.77871 -2.33076 6.63630
H 6.53887 -2.57454 8.37899
H 5.42586 1.03711 3.48625
H 4.73663 2.22230 1.43557
H 3.75272 3.15846 -0.64851
H 1.61009 2.21097 -1.49215
H -1.56335 -2.40237 1.26229
H -0.84065 -3.58694 3.33453
H 1.29126 -2.86350 4.44845
O -2.21783 1.68279 -2.70273
C -2.85139 0.78046 -3.31502
O -2.51688 -0.42894 -3.29886
C -4.06781 1.20044 -4.09748
C -4.21585 2.52906 -4.46709
C -5.33319 2.97287 -5.17629
C -6.28712 2.03115 -5.47171
O -7.46474 2.18907 -6.15966
C -8.15212 0.95217 -6.02635
O -7.23815 -0.01169 -5.52896
C -6.14623 0.70393 -5.09278
C -5.04501 0.25231 -4.41665
H -3.44292 3.22996 -4.18281
H -5.45502 4.00395 -5.47878
H -8.53148 0.63305 -6.99812
H -8.98527 1.06952 -5.32100
H -4.93316 -0.78074 -4.11786
C -0.81128 3.95225 -0.23204
C -1.06262 5.34964 0.39637
N -2.40255 5.40092 0.97955
C -2.48319 4.42857 2.07242
C -2.08282 3.02003 1.55815
N -1.91756 3.05551 0.10244
C -3.14827 3.56961 -0.50988
C -3.38725 5.03000 -0.04284
H 0.11538 3.50928 0.13934
H -0.75144 4.01068 -1.32263
H -0.97971 6.14629 -0.34704
H -0.34524 5.55994 1.19368
H -3.50826 4.43926 2.44857
H -1.82918 4.76175 2.88218
H -2.83588 2.26945 1.79576
H -1.13697 2.69097 1.99793
H -3.96931 2.91042 -0.22135
H -3.03911 3.50590 -1.59084
H -4.38171 5.15780 0.39034
H -3.29246 5.73756 -0.87029
O -4.61973 -1.09121 0.97389
Cl -3.73441 -0.62886 -0.04197
O -4.43507 0.10146 -1.04207
O -3.04715 -1.75096 -0.63376
O -2.72782 0.22037 0.54926
N 1.22376 0.09579 -5.10469
C 0.98682 1.44955 -5.09247
C 0.57600 1.73078 -3.82514
N 0.55836 0.58294 -3.06964
C 0.94619 -0.37963 -3.86865
H 1.51003 -0.44336 -5.90020
H 1.12854 2.06592 -5.96230
H 0.26491 2.67667 -3.41479
H 1.04276 -1.41426 -3.58658
N -0.31249 -2.17882 -1.67560
C -0.91893 -3.11761 -1.98266
N -1.59404 -4.17359 -2.36875
C -1.51516 -4.60020 -3.76482
C -0.45161 -5.68754 -3.90998
C -0.75477 -6.84650 -2.95478
C -0.87987 -6.35355 -1.50912
C -1.91634 -5.23414 -1.41670
H -1.30357 -3.73211 -4.38697
H -2.49408 -4.99598 -4.04684
H 0.52566 -5.25907 -3.66814
H -0.41954 -6.04098 -4.94228
H 0.03209 -7.59938 -3.02274
H -1.69368 -7.32241 -3.25551
H 0.08584 -5.97355 -1.16379
H -1.17108 -7.17565 -0.85285
H -1.96313 -4.80571 -0.41710
H -2.90601 -5.61961 -1.67436
```

Values from the calculation:
E_HOMO (Ha): -0.2641
Energy relative to the best compared isomer or geometry (same formula, charge and spin) (kcal per mole): 38.4
Total charge: 0
Energy (Ha): -3381.123390
Kohn-Sham gap (Ha): 0.2707
Lowest unoccupied orbital energy (hartree): 0.00652